# 1
Computed, not measured: a structure of composition C4H18B3CdO2, with ωB97M-V/def2-TZVPD.

```
28
Properties=species:S:1:pos:R:3:forces:R:3
Cd 12.654 1.315 -1.532 -0.61 0.21 -1.07
B 10.949 3.740 -1.522 0.15 -1.69 0.23
H 10.272 3.044 -1.051 -2.91 -2.64 1.63
H 11.825 3.791 -0.895 4.10 0.41 3.00
H 11.256 3.414 -2.504 1.12 -1.56 -4.42
H 10.536 4.733 -1.611 -1.33 3.73 -0.32
B 15.391 1.473 -2.908 -1.60 -0.16 -0.04
H 16.444 1.540 -3.134 3.94 0.30 -0.72
H 15.254 0.562 -2.347 -0.52 -4.15 2.65
H 15.123 2.329 -2.308 -1.29 3.96 2.53
H 14.761 1.367 -3.777 -2.30 -0.09 -3.58
B 10.970 -1.154 -1.653 1.31 1.21 0.48
H 11.972 -1.488 -1.432 4.00 -1.73 1.05
H 11.003 -0.564 -2.555 0.07 2.62 -4.16
H 10.255 -1.949 -1.798 -2.49 -3.06 -0.70
H 10.563 -0.554 -0.854 -1.59 2.57 3.53
O 14.157 0.009 2.286 2.04 -2.06 3.13
C 14.667 -0.503 3.317 -2.27 1.67 -4.56
O 14.488 0.087 4.471 -0.23 1.93 1.62
C 14.965 -0.694 5.538 0.56 -1.36 0.35
C 15.971 -1.633 4.920 0.40 -0.95 0.11
C 15.447 -1.770 3.498 0.55 -0.34 -0.10
H 14.135 -1.323 5.861 -0.19 0.17 0.35
H 15.422 -0.228 6.411 -0.51 0.99 -0.37
H 15.955 -2.514 5.561 0.07 -0.45 -0.47
H 17.021 -1.343 4.877 -0.16 0.67 0.28
H 14.790 -2.631 3.376 -0.01 0.06 -0.26
H 16.262 -1.784 2.775 -0.29 -0.29 -0.15
```
Positions in Å, forces in eV/Å.

- largest force on an atom (eV/A) = 5.36
- relative energy (zero: lowest compared OMol25 entry of this formula, charge and spin) (kJ/mol) = 537.9
- E_LUMO (eV) = 0.50
- frontier orbital gap (eV) = 7.38
- net charge = -1

Results of the Mulliken charge analysis, in e, for atoms 1 through 6: atom 1 (Cd): 0.938, atom 2 (B): 0.237, atom 3 (H): -0.204, atom 4 (H): -0.255, atom 5 (H): -0.263, atom 6 (H): -0.123



# 2
Computed, not measured: a structure of composition C30H43Cl3N5O3PmSi, with ωB97M-V/def2-TZVPD.

```
86
Properties=species:S:1:pos:R:3:forces:R:3
C -2.322 -2.361 -5.345 -0.24 0.03 -0.27
C -1.509 -2.677 -4.131 0.73 -0.70 0.35
H -2.926 -3.215 -5.683 0.35 0.04 0.04
H -1.672 -2.043 -6.174 -0.38 0.04 0.07
H -3.045 -1.578 -5.088 0.29 0.02 -0.36
C -0.735 -3.777 -4.061 -0.57 0.39 0.12
C -0.513 -4.667 -5.238 -0.22 -0.47 -0.34
H -0.264 -4.100 -3.132 -0.12 0.39 -0.32
H 0.006 -4.113 -6.034 -0.12 -0.27 0.06
H -1.459 -5.052 -5.652 0.18 0.24 -0.01
H 0.068 -5.559 -4.979 0.06 0.27 -0.04
Pm 0.996 1.669 0.700 0.26 1.03 0.47
Cl -1.641 2.527 0.682 0.32 0.33 0.25
Cl 1.714 3.617 -0.815 0.22 0.37 -0.43
H 1.500 6.753 3.447 -0.02 -0.21 -0.19
H -1.315 6.746 2.840 0.08 -0.06 -0.11
C 1.533 6.100 2.562 0.03 -0.13 -0.38
C -0.899 6.158 2.012 -0.36 -0.17 0.59
N 0.266 5.385 2.435 0.55 0.35 0.19
H 2.338 5.366 2.663 -0.12 0.26 -0.08
C 0.157 4.082 2.658 0.02 -0.75 -0.53
O 1.081 3.225 2.562 -0.63 0.88 0.68
H -1.646 5.447 1.651 0.02 0.26 -0.08
H -0.869 3.762 2.903 0.29 0.00 -0.35
H 1.687 6.730 1.675 0.11 -0.29 0.21
H -0.619 6.853 1.213 0.04 -0.36 0.07
H 2.294 -0.537 -3.566 0.35 0.02 0.32
H 2.641 -3.120 -2.901 0.15 0.16 0.27
C 3.233 -0.464 -2.990 -0.05 -0.17 -0.12
C 3.361 -2.789 -2.137 0.09 0.21 0.06
N 3.171 -1.363 -1.835 0.13 -0.14 0.13
H 3.410 0.567 -2.662 -0.14 -0.36 -0.10
C 2.902 -0.895 -0.614 -0.26 1.09 -0.16
O 2.731 0.330 -0.365 0.31 -1.63 -0.25
H 3.224 -3.389 -1.232 0.04 0.16 -0.20
H 2.834 -1.657 0.184 0.03 0.22 -0.34
H 4.044 -0.806 -3.644 -0.06 0.16 0.18
H 4.368 -2.962 -2.550 -0.26 0.14 0.26
O -0.853 -0.454 -3.453 0.63 -2.54 0.75
C -1.594 -1.623 -3.048 -0.30 0.46 0.69
C 0.079 -2.710 -1.401 -0.43 -0.57 0.52
C -1.201 -2.191 -1.668 0.05 0.05 -0.24
H 0.897 -2.542 -2.089 -0.29 0.02 -0.09
C 0.305 -3.505 -0.264 -0.41 0.54 -0.06
H -2.653 -1.303 -2.984 0.30 -0.23 0.20
C -2.183 -2.313 -0.680 0.28 -0.52 0.05
H 1.264 -3.998 -0.099 -0.11 0.21 -0.09
C -0.697 -3.644 0.705 0.03 0.05 0.02
C -1.927 -3.016 0.507 0.09 -0.10 -0.18
H -3.147 -1.828 -0.811 0.10 -0.12 -0.07
H -0.487 -4.183 1.647 -0.20 0.24 -0.69
H -2.688 -3.070 1.290 0.20 0.05 -0.31
Si -1.022 0.970 -4.182 0.31 2.11 0.64
Cl -0.283 -0.380 0.578 -1.06 -1.33 -0.83
C 0.726 1.722 -4.265 -0.18 -0.22 -0.23
C -1.858 2.103 -2.923 -0.01 -0.32 -0.35
C -1.906 0.927 -5.814 -0.05 0.23 -0.43
H 1.402 1.078 -3.698 -0.17 0.19 -0.14
H 0.718 2.680 -3.721 0.01 -0.22 -0.41
H 1.142 1.853 -5.274 -0.07 0.03 0.26
H -1.466 0.257 -6.560 -0.15 -0.03 0.22
H -1.843 1.932 -6.247 0.01 0.03 0.09
H -2.974 0.719 -5.695 0.14 -0.14 -0.07
H -2.427 1.491 -2.223 -0.22 0.10 0.07
H -2.518 2.861 -3.366 0.21 -0.04 0.23
H -1.058 2.573 -2.327 -0.42 0.04 -0.21
N -1.082 1.838 10.595 0.26 -0.92 -2.08
C -0.944 1.363 9.536 -0.29 0.98 2.12
C -0.764 0.765 8.245 0.05 -0.20 -0.25
C -1.336 1.352 7.105 -0.01 -0.32 -0.26
C -1.121 0.784 5.852 -0.11 -0.14 0.60
C -0.342 -0.380 5.761 0.47 0.56 0.63
C 0.202 -1.003 6.894 -0.40 0.66 0.24
C -0.001 -0.405 8.140 -0.07 -0.42 -0.35
N 0.177 -0.739 4.515 0.18 -1.56 -0.67
C 1.114 -1.768 4.252 -0.44 0.44 -0.43
C 1.716 -1.424 3.077 0.07 1.12 0.96
N 1.342 -0.117 2.745 -1.97 -0.58 -0.25
C 0.256 0.127 3.482 2.34 0.30 -0.43
H -1.934 2.258 7.196 0.19 -0.25 0.03
H -1.514 1.264 4.951 0.11 -0.20 0.49
H 0.846 -1.875 6.777 -0.26 0.36 0.22
H 0.454 -0.857 9.022 -0.21 0.25 -0.20
H 1.246 -2.617 4.901 -0.16 0.03 -0.18
H 2.327 -2.023 2.416 0.29 0.26 0.42
H -0.514 0.856 3.242 0.56 0.23 0.35
```
Positions in Å, forces in eV/Å.

- largest force on an atom (eV/A) = 2.72
- spin multiplicity = 5
- relative energy (zero: lowest compared OMol25 entry of this formula, charge and spin) (kJ/mol) = 0.0
- E_LUMO (spin up / spin down) (eV) = -0.24 / -0.24
- frontier orbital gap (spin up / spin down) (eV) = 7.96 / 7.98
- net charge = 0
- expectation value of S² = 6.0049

Results of the Mulliken charge analysis, in e, for atoms 1 through 6: atom 1 (C): -1.808, atom 2 (C): 0.640, atom 3 (H): 0.449, atom 4 (H): 0.237, atom 5 (H): 0.353, atom 6 (C): 0.284



# 3
Computed, not measured: the molecule C4H9NO2, with ωB97M-V/def2-TZVPD.

```
16
Properties=species:S:1:pos:R:3:forces:R:3
C -0.675 1.624 0.883 -0.43 -0.89 -0.17
C -0.432 0.172 0.392 -1.13 0.61 0.27
N -0.259 -0.638 1.583 1.62 -0.32 -0.38
C 0.788 0.148 -0.531 0.90 -0.52 0.12
C 0.838 -1.080 -1.412 -0.27 1.09 0.73
O 1.347 -2.124 -1.107 -0.15 -0.30 -0.31
O 0.159 -0.891 -2.588 0.46 -1.22 0.93
H -0.013 1.769 1.735 0.23 0.30 -0.17
H -1.694 1.726 1.268 0.03 0.04 -0.12
H -0.513 2.358 0.094 0.01 0.02 0.14
H -1.278 -0.266 -0.152 -0.20 0.73 -0.34
H -0.039 -1.599 1.375 -0.23 -0.13 0.27
H -0.859 -0.500 2.371 -0.40 0.05 -0.14
H 0.879 0.994 -1.211 -0.40 0.26 0.28
H 1.643 0.137 0.149 0.18 -0.02 -0.28
H 0.108 -1.829 -2.849 -0.21 0.30 -0.83
```
Positions in Å, forces in eV/Å.

- largest force on an atom (eV/A) = 1.70
- relative energy (zero: lowest compared OMol25 entry of this formula, charge and spin) (kJ/mol) = 75.6
- E_LUMO (eV) = 0.80
- frontier orbital gap (eV) = 9.93
- SMILES = C[C@H](N)CC(=O)O
- net charge = 0

Results of the Mulliken charge analysis, in e, for atoms 1 through 6: atom 1 (C): -1.434, atom 2 (C): 0.577, atom 3 (N): -0.647, atom 4 (C): -0.688, atom 5 (C): 0.430, atom 6 (O): -0.533